The following is a quantum chemistry calculation of a structure of composition C35H38AsF3N3O13PS2Ti, from the OMol25 dataset.

```
! wB97M-V def2-TZVPD RIJCOSX def2/J DEFGRID3
* xyz -2 1
Ti -0.282 0.248 0.759
C -2.598 4.272 -0.288
O -1.733 3.942 -1.361
C -1.718 2.627 -1.821
C -1.968 2.515 -4.471
C -2.077 1.394 -5.165
C -2.697 0.282 -4.370
C -2.546 0.454 -1.735
C -2.245 -0.969 -1.422
N -1.540 -1.076 -0.195
N -1.705 -2.302 0.364
C -1.159 -2.304 1.530
O -0.604 -1.200 1.983
C -1.187 -3.489 2.400
C -1.738 -4.696 1.965
C -1.755 -5.798 2.802
C -1.221 -5.720 4.085
C -0.668 -4.523 4.518
C -0.648 -3.415 3.683
C -2.149 1.471 -0.940
O -1.814 1.447 0.322
H -2.098 5.045 0.294
H -2.769 3.422 0.365
H -3.554 4.652 -0.670
H -1.491 3.422 -4.818
H -1.682 1.238 -6.159
H -3.551 -0.166 -4.883
H -3.114 -1.632 -1.395
H -2.138 -4.746 0.961
H -2.181 -6.731 2.450
H -1.231 -6.587 4.735
H -0.243 -4.452 5.513
H -0.217 -2.476 4.005
F 3.543 -3.782 0.744
C 4.275 -2.657 0.818
F 4.604 -2.320 -0.441
F 5.444 -3.018 1.421
C 3.595 -1.554 1.565
C 4.157 -1.058 2.720
C 3.510 -0.054 3.431
C 2.310 0.421 2.931
N 1.771 -0.025 1.805
C 2.360 -1.023 1.106
S 1.443 -1.506 -0.232
H 5.097 -1.460 3.073
H 3.919 0.345 4.348
H 1.757 1.180 3.463
O 0.101 -0.704 -4.609
As -1.492 -1.234 -4.174
O -1.944 -2.515 -5.071
O -1.353 -1.521 -2.469
C -3.131 0.955 -3.034
C -4.632 0.821 -2.931
C -5.475 1.849 -2.936
C -4.985 3.224 -3.021
C -3.685 3.496 -3.067
C -2.607 2.436 -3.104
S 0.136 2.184 -1.990
O 0.894 3.360 -1.665
O 0.325 1.699 -3.354
O 0.346 1.035 -1.060
H 0.329 0.086 -4.061
H -5.004 -0.195 -2.828
H -6.542 1.681 -2.841
H -5.709 4.032 -3.026
H -3.329 4.519 -3.104
C -3.533 2.265 3.029
C -2.671 3.455 3.434
C -3.423 4.760 3.200
C -2.245 3.347 4.896
O -1.517 3.554 2.571
P -0.270 2.542 2.593
O -0.662 1.197 3.112
O 0.388 2.468 1.254
O 0.718 3.264 3.656
C 1.593 4.367 3.308
C 2.845 3.825 2.627
C 0.903 5.387 2.406
C 1.940 4.999 4.649
H -4.427 2.239 3.658
H -2.978 1.336 3.144
H -3.837 2.351 1.986
H -4.328 4.789 3.809
H -3.704 4.846 2.149
H -2.792 5.612 3.461
H -3.129 3.366 5.538
H -1.594 4.180 5.163
H -1.707 2.415 5.067
H 2.576 3.325 1.697
H 3.355 3.115 3.280
H 3.529 4.648 2.405
H 0.659 4.949 1.438
H 1.581 6.228 2.245
H -0.014 5.755 2.870
H 2.390 4.253 5.307
H 1.040 5.386 5.129
H 2.647 5.819 4.509
*
```

Output
E_HOMO: -2.08 eV
Orbital gap: 0.22520 Eh
Energy above the lowest of the compared OMol25 structures with the same formula, charge and spin: 78.27 kcal per mole
Max |F|: 0.632 eV/Å
LUMO energy: 4.0435 eV

Quick look at the Löwdin charges, all values in e: number 1, Ti, carries 1.10; number 2, C, carries -0.07; number 3, O, carries -0.13; number 4, C, carries -0.29; number 5, C, carries -0.03; number 6, C, carries -0.09; number 7, C, carries -0.24; number 8, C, carries -0.06; number 9, C, carries -0.30; number 10, N, carries -0.13; number 11, N, carries 0.10; number 12, C, carries -0.46; number 13, O, carries -0.20; number 14, C, carries -0.13; number 15, C, carries -0.03; number 16, C, carries -0.11; number 17, C, carries -0.13; number 18, C, carries -0.11; number 19, C, carries -0.02; number 20, C, carries -0.31; number 21, O, carries -0.17; number 22, H, carries 0.09; number 23, H, carries 0.06; number 24, H, carries 0.08; number 25, H, carries 0.13; number 26, H, carries 0.11; number 27, H, carries 0.11; number 28, H, carries 0.14; number 29, H, carries 0.11; number 30, H, carries 0.09; number 31, H, carries 0.08; number 32, H, carries 0.09; number 33, H, carries 0.11; number 34, F, carries 0.13; number 35, C, carries -0.60; number 36, F, carries 0.12; number 37, F, carries 0.09; number 38, C, carries -0.13; number 39, C, carries -0.02; number 40, C, carries -0.07; number 41, C, carries -0.12; number 42, N, carries -0.02; number 43, C, carries -0.65; number 44, S, carries 0.84; number 45, H, carries 0.11; number 46, H, carries 0.09; number 47, H, carries 0.09; number 48, O, carries -0.23; number 49, As, carries 0.99; number 50, O, carries -0.48; number 51, O, carries -0.23; number 52, C, carries -0.28; number 53, C, carries -0.02; number 54, C, carries -0.09; number 55, C, carries -0.08; number 56, C, carries -0.03; number 57, C, carries -0.24; number 58, S, carries 0.62; number 59, O, carries -0.28; number 60, O, carries -0.32; number 61, O, carries -0.45; number 62, H, carries 0.01; number 63, H, carries 0.12; number 64, H, carries 0.09; number 65, H, carries 0.09; number 66, H, carries 0.12; number 67, C, carries -0.02; number 68, C, carries -0.62; number 69, C, carries -0.03; number 70, C, carries -0.04; number 71, O, carries -0.17; number 72, P, carries 0.27; number 73, O, carries -0.27; number 74, O, carries -0.28; number 75, O, carries -0.17; number 76, C, carries -0.62; number 77, C, carries -0.03; number 78, C, carries -0.03; number 79, C, carries -0.04; number 80, H, carries 0.08; number 81, H, carries 0.08; number 82, H, carries 0.08; number 83, H, carries 0.08; number 84, H, carries 0.07; number 85, H, carries 0.08; number 86, H, carries 0.08; number 87, H, carries 0.08; number 88, H, carries 0.08; number 89, H, carries 0.09; number 90, H, carries 0.08; number 91, H, carries 0.08; number 92, H, carries 0.08; number 93, H, carries 0.09; number 94, H, carries 0.08; number 95, H, carries 0.08; number 96, H, carries 0.08; number 97, H, carries 0.08